Record 1
The following is a DFT calculation (the ωB97M-V functional and the def2-TZVPD basis) of 8 unconnected molecules or ions with the total composition C40H104N8O12 at a distorted geometry.

```
! wB97M-V def2-TZVPD RIJCOSX def2/J DEFGRID3
* xyz 0 1
C 0.25934 4.12485 6.13392
O 0.23139 2.98315 5.21501
C 0.52599 1.85044 5.95589
C 0.75436 0.63729 5.02268
C 1.98910 0.93449 4.13136
N -0.31991 0.35175 4.16378
H -0.59604 4.03017 6.85212
H 0.11335 5.06946 5.62419
H 1.22713 4.25029 6.63469
H 1.43046 2.08326 6.51088
H -0.32706 1.52939 6.61652
H 1.06404 -0.23936 5.66758
H 2.84775 1.14837 4.78892
H 1.78358 1.73697 3.43404
H 2.20377 -0.03913 3.59644
H -0.44085 1.13246 3.49906
H -1.19569 0.36240 4.61284
C -3.42318 5.42592 3.61624
O -3.54564 4.12266 3.00691
C -2.37442 3.44147 2.87401
C -1.40280 3.96323 1.75402
C -2.11569 3.85603 0.40878
N -0.30482 3.01880 1.83402
H -2.56010 5.45763 4.22480
H -4.24281 5.46270 4.37397
H -3.41967 6.26525 2.88852
H -1.74146 3.37910 3.78808
H -2.59076 2.41817 2.54479
H -0.97523 5.00206 1.90246
H -3.17816 4.27583 0.42230
H -2.16203 2.79063 0.13551
H -1.57540 4.38652 -0.39749
H 0.22729 3.03365 2.72551
H 0.38704 3.02711 1.06517
C -6.01941 -1.53101 -3.25004
O -5.43427 -0.49869 -2.39875
C -5.19507 -0.78705 -1.06778
C -4.68210 0.42730 -0.29022
C -4.34180 0.00380 1.16117
N -5.80019 1.41370 -0.25611
H -6.69891 -2.15445 -2.71672
H -5.22849 -2.15715 -3.71094
H -6.66267 -1.09328 -3.99498
H -6.12410 -1.09590 -0.57843
H -4.29391 -1.49525 -0.96426
H -3.70050 0.74098 -0.74605
H -4.39462 0.82255 1.84841
H -3.35455 -0.46301 1.23093
H -5.13853 -0.71425 1.51821
H -6.28669 1.33266 -1.15168
H -5.49250 2.32328 -0.05237
C -1.93730 -3.47130 0.80348
O -1.42553 -2.36583 0.03326
C -0.20674 -1.84130 0.50111
C 0.23902 -0.70200 -0.45140
C 1.57119 -0.20309 0.02899
N -0.75863 0.32421 -0.52642
H -2.97130 -3.42926 0.63156
H -1.71927 -3.20157 1.85855
H -1.48549 -4.35871 0.51339
H -0.31404 -1.33850 1.49707
H 0.58520 -2.62466 0.53742
H 0.49830 -1.11463 -1.42649
H 2.00205 0.49245 -0.70436
H 2.21882 -1.02750 0.11777
H 1.49102 0.34693 0.97408
H -1.59269 -0.05501 -0.87774
H -0.95635 0.84483 0.36200
C 3.81696 -2.87699 3.47963
O 2.81593 -2.94631 4.44417
C 1.52155 -2.90475 3.95879
C 0.46130 -3.24463 5.02647
N -0.77913 -2.95417 4.45670
C -1.95433 -3.54247 5.01348
C -3.26087 -2.75422 4.70815
O -3.17551 -1.53012 5.40991
C -4.21917 -0.61738 5.05509
H 4.83243 -2.92068 3.97805
H 3.77020 -1.91364 2.90280
H 3.83669 -3.76327 2.82173
H 1.38965 -3.57204 3.03729
H 1.18632 -1.87266 3.62973
H 0.62158 -2.58867 5.95686
H 0.50900 -4.33055 5.39123
H -0.88441 -1.90289 4.30341
H -1.84158 -3.41467 6.08855
H -1.91936 -4.58832 4.83143
H -4.14956 -3.34046 4.94651
H -3.31476 -2.59810 3.62756
H -5.19853 -1.12962 4.98561
H -4.05963 0.00740 4.22522
H -4.27364 0.07710 5.86979
C -1.10326 -3.32191 -3.48811
O -0.38345 -4.51332 -3.23331
C 0.56494 -4.42897 -2.13940
C 1.67947 -3.46659 -2.47114
N 2.65173 -3.28319 -1.44895
C 3.95436 -2.86592 -2.01416
C 5.00712 -2.30939 -0.99262
O 5.30405 -3.31026 -0.03211
C 6.20696 -2.86663 0.90798
H -0.43562 -2.50514 -3.78934
H -1.76758 -3.04849 -2.67367
H -1.81495 -3.52061 -4.32342
H 0.90904 -5.41153 -1.94271
H 0.08990 -4.01634 -1.24685
H 1.18252 -2.53262 -2.66838
H 2.13956 -3.73155 -3.44700
H 2.80835 -4.15015 -0.93015
H 3.82544 -2.05593 -2.71003
H 4.39394 -3.67785 -2.63322
H 4.65587 -1.40876 -0.51768
H 5.93607 -2.17135 -1.57880
H 7.16213 -2.53321 0.47017
H 6.39801 -3.64651 1.67877
H 5.79515 -2.04050 1.43525
C 3.27074 3.09505 -0.19452
O 1.98879 3.43975 -0.72019
C 2.03275 3.83180 -2.06754
C 0.63948 4.17840 -2.57072
N -0.25651 2.98751 -2.53455
C -1.61212 3.24465 -3.06328
C -2.29590 1.95927 -3.50352
O -3.59215 2.28962 -3.85296
C -4.18454 1.25288 -4.62523
H 3.83915 4.08085 -0.23463
H 3.70923 2.39113 -0.81478
H 3.16922 2.74607 0.83100
H 2.48707 3.05797 -2.69335
H 2.71129 4.60201 -2.16611
H 0.71852 4.47702 -3.63253
H 0.21648 5.07721 -2.05381
H -0.27925 2.66107 -1.53053
H -1.51327 3.90282 -3.90965
H -2.29575 3.77205 -2.38483
H -2.24746 1.20844 -2.61470
H -1.79325 1.41657 -4.32180
H -5.26045 1.38263 -4.75571
H -4.10895 0.33487 -4.05961
H -3.67210 1.32668 -5.58067
C 7.19602 -1.62470 -4.77447
O 5.87663 -1.17708 -4.37701
C 5.51138 0.10311 -4.88891
C 4.16876 0.59937 -4.39446
N 2.96145 -0.03500 -4.92208
C 1.84807 0.41232 -4.09949
C 0.56253 -0.02351 -4.69666
O 0.22453 0.81709 -5.84764
C -0.79383 0.15520 -6.56704
H 7.28491 -2.71781 -4.71811
H 7.98701 -1.11440 -4.29696
H 7.40373 -1.50981 -5.91614
H 5.50060 0.14692 -5.99143
H 6.21145 0.88318 -4.62557
H 4.16287 1.65756 -4.70378
H 4.30618 0.58328 -3.27751
H 3.13689 -1.05476 -4.87422
H 1.77516 1.52572 -4.15008
H 1.95666 0.06303 -3.03038
H -0.24448 0.13868 -4.01956
H 0.59506 -1.11696 -5.00208
H -1.64720 0.00873 -5.85549
H -0.40758 -0.79076 -6.96773
H -1.08145 0.77081 -7.38848
*
```

## Properties
* structure (SMILES): COC[C@H](C)N.COC[C@H](C)N.COC[C@H](C)N.COC[C@H](C)N.COCCNCCOC.COCCNCCOC.COCCNCCOC.COCCNCCOC
* orbital gap: 8.67 eV

Record 2
The following is a DFT calculation (the ωB97M-V functional and the def2-TZVPD basis) of 13 unconnected molecules or ions with the total composition C40H107NO13 at a distorted geometry.

```
! wB97M-V def2-TZVPD RIJCOSX def2/J DEFGRID3
* xyz 0 1
C 0.84087 -0.86283 -4.73467
C 0.83427 0.35746 -5.61885
C 1.91448 1.50088 -5.17950
O 1.76054 1.84383 -3.81123
C 2.56543 2.92796 -3.29446
N 0.99718 0.01270 -7.04463
H 1.76461 -1.45366 -4.84760
H 0.06387 -1.54152 -5.13823
H 0.63104 -0.67633 -3.70109
H -0.07632 0.90543 -5.40303
H 1.73745 2.38752 -5.77064
H 2.90671 1.16122 -5.53698
H 3.49391 2.54379 -2.87401
H 1.97941 3.47696 -2.55024
H 2.76970 3.70574 -3.99291
H 0.45223 -0.83177 -7.13449
H 0.65777 0.68181 -7.63880
C 1.00829 6.69049 1.20345
C 0.30604 5.42902 0.67791
C 0.90997 5.14776 -0.69014
O 0.30918 4.34913 1.56443
H 2.10112 6.55017 1.21778
H 0.63788 7.03385 2.21011
H 0.79420 7.62111 0.62683
H -0.81186 5.68369 0.68331
H 0.46933 4.35989 -1.28333
H 2.00235 4.96764 -0.59022
H 0.81817 6.13545 -1.27340
H -0.09093 3.55899 1.16752
C 3.28838 3.66724 3.30103
C 3.90461 2.53696 2.52257
C 5.31160 2.21273 2.91509
O 3.02930 1.42116 2.60881
H 3.32773 3.45603 4.39640
H 2.26148 3.90642 2.99848
H 3.89325 4.60474 3.14502
H 3.85526 2.75103 1.43129
H 5.69567 1.46182 2.20515
H 5.29190 1.86515 3.91159
H 5.99339 3.09558 2.95584
H 2.64141 1.30467 3.46404
C -0.75340 -0.41717 0.19606
C -0.06480 0.92403 0.31816
C 1.22108 1.04926 -0.45248
O -0.91639 2.00369 -0.12550
H -1.44321 -0.57968 1.02761
H 0.07672 -1.12655 0.24273
H -1.27666 -0.49571 -0.76611
H 0.08782 1.12219 1.39293
H 1.14614 1.31799 -1.53936
H 1.89043 0.27083 -0.23766
H 1.75597 1.97130 -0.07497
H -1.75430 1.94141 0.33272
C -4.61869 -3.20818 -3.96501
C -3.16667 -3.05167 -3.51919
C -2.25440 -3.86958 -4.41388
O -2.71867 -1.71890 -3.64272
H -4.96083 -4.23105 -3.98483
H -4.90052 -2.66265 -4.88591
H -5.28206 -2.68553 -3.31855
H -3.02685 -3.31975 -2.46625
H -2.67749 -4.84510 -4.44461
H -1.22969 -4.01908 -4.04295
H -2.23753 -3.39885 -5.39717
H -2.91222 -1.29338 -2.79251
C -0.81396 -0.37068 4.77627
C -0.12711 0.95836 4.83178
C -0.74546 1.91381 5.91545
O 1.33537 0.80213 4.95066
H -1.21921 -0.53584 5.78937
H -0.05824 -1.07334 4.38402
H -1.66962 -0.29787 4.06670
H -0.19356 1.43404 3.86263
H -0.21856 2.79704 6.19550
H -0.81579 1.34645 6.78278
H -1.71905 2.33389 5.59963
H 1.54277 0.48544 5.82149
C -4.66696 0.69332 3.65061
C -4.47852 1.66440 2.50797
C -3.96043 3.05739 2.92100
O -3.51640 1.12588 1.53255
H -5.58405 0.98180 4.17319
H -3.77813 0.75897 4.27327
H -4.58597 -0.36263 3.41560
H -5.49394 1.78857 2.04157
H -2.90086 3.00966 3.15027
H -4.48974 3.32574 3.78534
H -4.16312 3.71961 2.16523
H -3.78184 0.20447 1.27122
C -7.09681 -0.73113 0.76205
C -6.27856 -1.94467 0.79402
C -6.66361 -2.94811 -0.34628
O -4.90171 -1.62186 0.63671
H -6.79288 -0.00384 1.51359
H -8.19234 -0.94835 0.78037
H -7.02642 -0.22129 -0.23584
H -6.48243 -2.49175 1.72955
H -7.59404 -3.51318 -0.21094
H -5.86995 -3.67094 -0.48434
H -6.62042 -2.37906 -1.31486
H -4.32667 -2.23341 1.07444
C 3.42710 -1.99980 3.52105
C 4.75899 -1.55357 2.89649
C 5.53956 -2.66463 2.16518
O 4.53241 -0.57846 1.94325
H 3.49542 -2.25317 4.59527
H 3.07125 -2.91153 3.09062
H 2.65204 -1.21288 3.44381
H 5.45915 -1.05340 3.70501
H 6.20088 -2.11144 1.50952
H 4.82466 -3.31627 1.65407
H 6.21692 -3.26953 2.79807
H 4.05028 0.18701 2.36403
C -3.27811 2.73456 -3.34363
C -2.42730 3.87319 -2.92476
C -2.89973 4.56627 -1.68479
O -1.06660 3.46293 -2.81981
H -4.33175 2.93850 -3.15248
H -3.00005 2.00199 -2.51240
H -3.06497 2.31568 -4.32220
H -2.33931 4.61381 -3.72237
H -2.97473 3.80193 -0.83356
H -3.83287 5.14317 -1.88439
H -2.13808 5.22424 -1.35340
H -1.02864 2.84085 -2.10944
C -2.34403 -5.92479 1.23640
C -1.17725 -5.14417 1.74304
C -1.41043 -3.67006 2.11699
O -0.72944 -5.79907 2.92635
H -2.95341 -5.28351 0.62385
H -2.94290 -6.28171 2.08769
H -1.98117 -6.80514 0.69589
H -0.39634 -5.14536 0.98271
H -1.48685 -3.17554 1.20609
H -0.52593 -3.23008 2.53054
H -2.28028 -3.49202 2.83235
H 0.10963 -5.51639 3.14600
C 5.91592 0.10878 -1.38794
C 4.47170 -0.34969 -1.75286
C 4.38104 -0.84201 -3.18514
O 3.96797 -1.37344 -0.91591
H 6.06586 0.36080 -0.33711
H 6.11619 1.01744 -2.06743
H 6.73022 -0.57416 -1.58925
H 3.82294 0.49295 -1.61923
H 4.88096 -0.17145 -3.93926
H 3.31097 -0.82761 -3.53859
H 4.91752 -1.82426 -3.37891
H 4.17123 -1.05195 -0.02074
C 1.36217 -3.52951 -1.80174
C 2.22354 -4.36095 -0.91874
C 3.63322 -4.35291 -1.42657
O 2.15525 -3.82875 0.39817
H 1.30646 -4.21662 -2.68207
H 1.82603 -2.65106 -2.17179
H 0.37564 -3.26239 -1.38132
H 1.73562 -5.37263 -1.00147
H 3.97103 -3.28748 -1.46570
H 3.70803 -4.83169 -2.37191
H 4.29734 -4.87977 -0.69684
H 2.64862 -4.38400 0.99987
*
```

## Properties
* orbital gap: 9.35 eV

Relative energy (zero: lowest compared OMol25 entry of this formula, charge and spin) (computed, kcal/mol): 0.0 78.8
LUMO level (computed, eV): 0.590 0.415
Total energy (computed, Ha): -2927.00150 -2620.93228